This record from the OMol25 dataset describes C48H57ClHgN7O3SbSi as an isolated structure in a non-equilibrium geometry. The level of theory is ωB97M-V/def2-TZVPD.

```
! wB97M-V def2-TZVPD RIJCOSX def2/J DEFGRID3
* xyz -1 2
Hg -0.182 1.117 0.343
O -2.340 2.088 4.507
C -3.608 2.167 4.068
C -4.633 2.274 5.008
C -5.953 2.341 4.604
C -6.274 2.299 3.251
C -5.262 2.208 2.311
C -3.923 2.144 2.696
C -2.827 2.081 1.699
O -1.605 2.140 2.100
N -3.185 1.975 0.433
N -2.157 1.819 -0.434
C -2.324 2.202 -1.688
C -1.258 2.197 -2.607
C -1.407 2.762 -3.903
C -0.322 2.899 -4.722
C 0.935 2.441 -4.272
C 0.995 1.842 -3.030
N -0.041 1.701 -2.208
H -1.778 2.125 3.679
H -4.359 2.316 6.055
H -6.736 2.430 5.348
H -7.309 2.354 2.936
H -5.483 2.190 1.253
H -3.278 2.631 -1.982
H -2.387 3.112 -4.206
H -0.416 3.349 -5.702
H 1.824 2.540 -4.881
H 1.933 1.443 -2.660
C 0.925 4.461 2.973
Si 1.427 3.790 1.274
C 0.113 4.356 0.046
C 3.006 4.714 0.708
N 1.558 2.064 1.274
C 2.304 1.402 2.215
C 3.270 2.074 2.999
C 3.923 1.495 4.068
C 3.623 0.194 4.441
C 2.759 -0.531 3.636
C 2.198 0.014 2.491
O 1.425 -0.762 1.626
C 1.692 -2.085 1.402
C 0.626 -2.867 0.957
C 0.775 -4.231 0.775
C 2.006 -4.839 0.974
C 3.089 -4.050 1.328
C 2.942 -2.688 1.546
H 0.836 5.550 2.964
H 1.637 4.183 3.752
H -0.045 4.042 3.250
H 0.127 5.447 -0.022
H -0.887 4.056 0.370
H 0.278 3.957 -0.958
H 3.067 5.687 1.203
H 2.981 4.897 -0.369
H 3.934 4.180 0.924
H 3.491 3.104 2.759
H 4.658 2.068 4.620
H 4.055 -0.256 5.324
H 2.515 -1.548 3.914
H -0.323 -2.385 0.778
H -0.085 -4.821 0.482
H 2.122 -5.907 0.843
H 4.070 -4.494 1.440
H 3.804 -2.101 1.827
C -0.503 -4.785 -3.340
C 0.270 -3.840 -2.431
C 1.774 -3.998 -2.631
Sb -0.307 -1.677 -2.450
C 0.153 -1.071 -4.530
C -0.539 -1.866 -5.628
C 1.665 -1.047 -4.730
C -2.432 -2.112 -2.832
C -3.055 -2.719 -1.580
C -3.169 -0.843 -3.243
H -0.177 -5.818 -3.166
H -0.335 -4.566 -4.395
H -1.576 -4.738 -3.147
H 0.046 -4.101 -1.395
H 2.049 -3.836 -3.675
H 2.098 -5.007 -2.355
H 2.332 -3.287 -2.021
H -0.222 -0.044 -4.552
H -0.204 -2.904 -5.633
H -0.307 -1.434 -6.608
H -1.623 -1.853 -5.511
H 2.071 -2.059 -4.765
H 2.164 -0.512 -3.920
H 1.923 -0.546 -5.669
H -2.473 -2.841 -3.645
H -3.091 -1.974 -0.782
H -2.479 -3.572 -1.211
H -4.081 -3.052 -1.771
H -3.155 -0.117 -2.428
H -4.215 -1.062 -3.484
H -2.713 -0.368 -4.115
Cl 5.755 2.798 -1.549
C 5.003 1.277 -1.210
C 5.748 0.110 -1.238
C 5.090 -1.079 -0.965
C 3.728 -1.042 -0.710
N 3.015 0.078 -0.702
C 3.646 1.225 -0.925
H 6.805 0.136 -1.465
H 5.624 -2.019 -0.960
H 3.176 -1.952 -0.505
H 3.048 2.126 -0.863
N -1.169 -2.412 6.628
C -1.597 -2.032 5.631
C -2.136 -1.614 4.382
C -3.468 -1.871 4.047
C -3.913 -1.497 2.798
C -3.017 -0.915 1.910
N -1.743 -0.670 2.219
C -1.327 -0.983 3.436
H -4.118 -2.357 4.762
H -4.934 -1.675 2.491
H -3.337 -0.621 0.918
H -0.305 -0.725 3.688
*
```

Computed properties:
energy relative to the best compared isomer or geometry (same formula, charge and spin)	0.622	eV
E_HOMO (alpha / beta)	-2.597 / -4.755	eV
E_LUMO (alpha / beta)	0.084 / 0.084	Ha
orbital gap (alpha / beta)	4.878 / 7.034	eV

Löwdin population analysis, charges in e, atoms 1 to 6:
1 Hg 1.187
2 O 0.039
3 C -0.279
4 C -0.029
5 C -0.110
6 C -0.117